No. 1
Below is a structure of composition C24H66F6O17S13Zn in a non-equilibrium geometry, with properties calculated with wB97M-V/def2-TZVPD.

The geometry in XYZ format:
```
127
C24H66F6O17S13Zn, DFT wB97M-V/def2-TZVPD
Zn 2.721 0.015 2.711
C 0.357 -0.173 -0.859
F 1.046 0.879 -0.821
F -0.829 0.156 -1.546
F 1.138 -1.125 -1.442
S -0.097 -0.685 0.926
O -0.496 -2.085 0.865
O 1.104 -0.511 1.739
O -1.188 0.196 1.394
C 2.248 3.850 4.756
F 1.128 3.333 5.396
F 2.110 5.193 4.780
F 3.304 3.422 5.399
S 2.298 3.312 2.889
O 2.135 1.871 2.909
O 1.259 4.012 2.226
O 3.599 3.645 2.403
C -2.349 3.692 0.526
S -1.922 5.491 0.451
O -3.219 6.094 -0.048
C -1.749 6.004 2.179
H -2.771 3.383 -0.430
H -3.220 3.748 1.179
H -1.486 3.103 0.833
H -0.866 5.555 2.633
H -2.615 5.626 2.722
H -1.482 7.046 2.355
C 3.589 1.755 -6.444
S 2.722 2.435 -4.998
O 1.551 3.288 -5.504
C 2.045 0.816 -4.441
H 4.264 0.975 -6.094
H 4.176 2.383 -7.113
H 2.838 1.341 -7.116
H 2.881 0.166 -4.182
H 1.573 0.427 -5.343
H 1.420 0.947 -3.557
C 3.205 -2.816 0.256
S 4.125 -2.826 1.816
O 3.359 -1.896 2.763
C 3.677 -4.509 2.373
H 3.337 -1.885 -0.296
H 2.174 -3.017 0.548
H 3.494 -3.701 -0.311
H 3.934 -4.610 3.428
H 4.401 -5.207 1.953
H 2.615 -4.683 2.203
C -0.780 -3.797 -6.341
S -1.517 -2.309 -5.632
O -2.940 -2.644 -5.189
C -0.483 -2.213 -4.133
H -0.939 -4.637 -5.666
H 0.263 -3.562 -6.554
H -1.144 -4.058 -7.335
H -0.939 -1.459 -3.492
H 0.530 -2.013 -4.483
H -0.369 -3.158 -3.601
C -4.042 -1.224 0.007
S -5.408 -0.821 -1.195
O -5.908 0.592 -0.970
C -4.279 -0.435 -2.642
H -4.577 -1.284 0.955
H -3.271 -0.455 0.059
H -3.582 -2.161 -0.308
H -3.687 -1.331 -2.827
H -3.467 0.247 -2.390
H -4.851 -0.030 -3.477
C -1.477 2.971 4.275
S -3.235 2.743 4.713
O -3.913 3.843 3.895
C -3.562 1.239 3.671
H -0.977 2.081 4.659
H -1.002 3.859 4.692
H -1.405 3.002 3.188
H -4.646 1.139 3.617
H -3.013 0.377 4.050
H -3.301 1.522 2.652
C 2.071 -6.535 -0.872
S 0.670 -5.967 -1.958
O -0.102 -7.212 -2.371
C -0.256 -5.002 -0.666
H 2.867 -5.859 -0.560
H 2.654 -7.215 -1.494
H 1.818 -7.156 -0.012
H 0.140 -4.010 -0.450
H -0.227 -5.394 0.351
H -1.311 -4.995 -0.938
C 1.699 4.387 -1.174
S 2.689 5.278 -2.425
O 2.786 6.780 -2.057
C 4.320 4.598 -1.868
H 0.651 4.687 -1.149
H 2.091 4.710 -0.210
H 1.749 3.298 -1.188
H 4.338 3.508 -1.841
H 4.557 5.007 -0.886
H 5.089 4.969 -2.546
C -0.528 -3.964 3.893
S -2.192 -4.146 4.633
O -2.208 -3.317 5.921
C -2.994 -3.112 3.377
H -0.316 -2.896 3.856
H -0.623 -4.237 2.843
H 0.179 -4.603 4.423
H -4.082 -3.146 3.325
H -2.748 -3.401 2.355
H -2.626 -2.086 3.408
C -1.343 1.873 -4.352
S -2.188 1.451 -5.905
O -3.631 1.526 -5.466
C -1.789 2.965 -6.776
H -1.939 2.711 -3.991
H -0.281 1.983 -4.570
H -1.456 1.014 -3.691
H -2.075 2.850 -7.821
H -0.725 3.195 -6.838
H -2.252 3.854 -6.348
C 2.611 -2.486 6.151
S 1.825 -0.804 5.914
O 1.754 -0.476 4.412
C 0.146 -1.108 6.569
H 2.410 -2.851 7.158
H 3.689 -2.465 5.988
H 2.171 -3.132 5.391
H -0.338 -0.181 6.875
H 0.077 -1.687 7.489
H -0.434 -1.656 5.826
```

## Properties
- Max |F|: 0.083 Eh/bohr
- Charge: 0
- Energy: -9787.6499 a.u.

Here are the Mulliken charges for atoms 1 to 4, given in e: Zn 0.218; C 0.195; F -0.269; F 0.015

No. 2
Below is a cluster of 6 separate species, C24H66N6O6 in total in a non-equilibrium geometry, with properties calculated with wB97M-V/def2-TZVPD.

The geometry in XYZ format:
```
102
C24H66N6O6, DFT wB97M-V/def2-TZVPD
C -1.632 0.468 1.594
C -0.907 -0.218 0.453
C 0.202 -1.143 0.937
O 1.065 -1.421 -0.196
C 1.980 -2.518 0.120
N -1.888 -0.766 -0.534
H -1.975 -0.407 2.148
H -2.457 1.084 1.238
H -1.066 1.095 2.283
H -0.445 0.594 -0.109
H -0.190 -2.053 1.391
H 0.841 -0.686 1.692
H 2.186 -2.807 -0.911
H 1.436 -3.314 0.627
H 2.788 -2.230 0.794
H -1.933 -1.741 -0.275
H -1.296 -0.737 -1.352
C 6.779 -4.273 -3.674
C 6.332 -3.515 -2.437
C 7.253 -2.427 -2.054
O 8.632 -2.846 -1.759
C 9.512 -1.700 -1.364
N 5.091 -2.881 -2.731
H 6.071 -5.035 -3.999
H 7.754 -4.756 -3.609
H 6.941 -3.593 -4.511
H 6.076 -4.203 -1.631
H 6.770 -1.985 -1.182
H 7.250 -1.727 -2.890
H 10.550 -2.026 -1.304
H 9.080 -1.179 -0.510
H 9.480 -1.009 -2.206
H 5.166 -2.616 -3.702
H 4.226 -3.396 -2.651
C -5.907 -2.210 -0.438
C -6.272 -1.827 -1.878
C -5.018 -1.612 -2.749
O -4.142 -2.684 -2.741
C -3.094 -2.639 -3.682
N -7.293 -2.795 -2.400
H -5.494 -1.322 0.041
H -5.197 -3.028 -0.318
H -6.819 -2.517 0.074
H -6.803 -0.876 -1.853
H -4.473 -0.711 -2.465
H -5.415 -1.401 -3.742
H -2.547 -1.701 -3.588
H -3.491 -2.796 -4.685
H -2.344 -3.375 -3.391
H -7.560 -2.675 -3.366
H -6.850 -3.700 -2.470
C -4.624 3.039 -3.756
C -4.207 2.683 -2.296
C -5.451 2.466 -1.445
O -5.215 2.080 -0.085
C -6.437 1.727 0.596
N -3.259 1.550 -2.297
H -4.989 4.066 -3.742
H -5.298 2.218 -4.002
H -3.718 3.064 -4.361
H -3.716 3.549 -1.851
H -6.117 1.757 -1.937
H -6.093 3.346 -1.410
H -6.058 1.404 1.565
H -6.816 0.872 0.037
H -7.138 2.550 0.734
H -3.478 0.693 -2.784
H -3.080 1.266 -1.344
C 3.412 -1.630 4.787
C 4.537 -2.234 3.938
C 5.880 -2.564 4.612
O 6.656 -1.324 4.814
C 7.563 -1.617 5.842
N 3.910 -3.312 3.215
H 3.694 -0.644 5.156
H 3.124 -2.118 5.719
H 2.485 -1.523 4.224
H 4.711 -1.496 3.155
H 6.377 -3.280 3.957
H 5.630 -2.974 5.591
H 7.861 -0.599 6.093
H 8.403 -2.197 5.459
H 7.146 -2.184 6.674
H 2.973 -3.185 2.860
H 4.406 -3.570 2.374
C -0.912 4.301 1.596
C -1.944 4.859 0.708
C -2.675 6.073 1.378
O -1.909 7.226 1.711
C -2.720 8.332 2.134
N -1.263 5.235 -0.466
H -0.463 3.431 1.118
H -1.405 3.847 2.456
H -0.184 5.036 1.940
H -2.705 4.089 0.580
H -3.040 5.501 2.231
H -3.475 6.411 0.719
H -3.319 8.799 1.352
H -2.151 9.157 2.562
H -3.351 7.921 2.922
H -0.595 5.905 -0.113
H -1.918 5.833 -0.949
```

## Properties
- Max |F|: 0.062 Eh/bohr
- Charge: -1
- Spin multiplicity: 2
- Energy: -1733.7206 a.u.

Here are the Mulliken charges for atoms 1 to 4, given in e: C -1.435; C 1.205; C -1.460; O 0.572

No. 3
Below is a cluster of 6 separate species, C24H66N6O6 in total in a non-equilibrium geometry, with properties calculated with wB97M-V/def2-TZVPD.

The geometry in XYZ format:
```
102
C24H66N6O6, DFT wB97M-V/def2-TZVPD
C 10.156 0.753 2.199
O 11.387 1.219 1.707
C 12.499 0.432 2.248
C 13.809 1.330 2.474
C 15.035 0.525 2.997
N 13.534 2.406 3.414
H 9.361 1.200 1.603
H 10.150 0.926 3.276
H 9.978 -0.262 1.845
H 12.307 -0.061 3.200
H 12.698 -0.271 1.438
H 14.124 1.744 1.517
H 15.836 1.248 3.147
H 15.502 -0.124 2.256
H 14.754 0.057 3.941
H 13.082 2.077 4.255
H 12.760 2.827 2.920
C 5.206 -1.631 -5.584
O 6.545 -1.779 -6.100
C 7.437 -0.692 -5.716
C 8.929 -0.976 -6.394
C 10.128 -0.191 -5.902
N 8.884 -0.813 -7.857
H 5.226 -1.685 -4.496
H 4.593 -2.471 -5.911
H 4.725 -0.721 -5.943
H 6.941 0.256 -5.926
H 7.626 -0.638 -4.644
H 9.163 -2.023 -6.196
H 10.454 -0.370 -4.877
H 9.968 0.882 -6.012
H 11.019 -0.388 -6.498
H 8.214 -1.502 -8.167
H 8.377 0.059 -7.901
C -8.867 -3.637 -0.405
O -9.007 -4.835 0.332
C -9.164 -5.933 -0.527
C -9.392 -7.265 0.263
C -8.398 -7.435 1.324
N -9.372 -8.460 -0.608
H -7.859 -3.357 -0.711
H -9.151 -2.784 0.211
H -9.472 -3.490 -1.299
H -9.769 -5.770 -1.419
H -8.233 -6.115 -1.064
H -10.401 -7.163 0.662
H -8.424 -8.441 1.744
H -8.795 -6.908 2.191
H -7.361 -7.195 1.088
H -8.555 -8.579 -1.189
H -9.513 -9.379 -0.214
C -3.330 -4.010 8.303
O -2.000 -3.810 7.907
C -1.935 -3.592 6.503
C -0.507 -2.993 5.972
C 0.682 -3.729 6.512
N -0.510 -1.507 6.272
H -3.256 -4.313 9.347
H -3.681 -4.898 7.778
H -3.977 -3.142 8.174
H -2.055 -4.499 5.911
H -2.640 -2.829 6.171
H -0.471 -3.022 4.883
H 0.628 -4.817 6.464
H 0.994 -3.294 7.461
H 1.547 -3.490 5.894
H -1.466 -1.215 6.131
H -0.442 -1.436 7.277
C -8.418 9.097 -3.630
O -8.395 7.668 -3.390
C -8.621 6.860 -4.658
C -8.210 5.375 -4.463
C -8.053 4.369 -5.608
N -9.055 4.897 -3.412
H -8.300 9.727 -2.749
H -9.320 9.366 -4.179
H -7.644 9.414 -4.329
H -9.650 6.853 -5.019
H -8.111 7.223 -5.550
H -7.262 5.504 -3.942
H -8.907 4.581 -6.251
H -7.882 3.313 -5.399
H -7.171 4.627 -6.195
H -9.408 5.707 -2.923
H -9.797 4.340 -3.811
C -4.318 3.812 1.816
O -2.943 3.367 2.098
C -2.347 2.707 0.977
C -0.942 3.300 0.637
C -0.119 2.257 -0.070
N -0.209 3.691 1.818
H -5.063 3.017 1.834
H -4.357 4.286 0.836
H -4.560 4.672 2.440
H -2.253 1.719 1.427
H -3.120 2.792 0.213
H -1.121 4.164 -0.004
H -0.541 1.885 -1.004
H 0.232 1.361 0.442
H 0.742 2.850 -0.378
H -0.420 2.866 2.363
H -0.713 4.334 2.412
```

## Properties
- Max |F|: 0.055 Eh/bohr
- Charge: 0
- Structure (SMILES): COC[C@H](C)N.COC[C@H](C)N.COC[C@H](C)N.COC[C@H](C)N.COC[C@H](C)N.COC[C@H](C)N
- Energy: -1733.6852 a.u.

Here are the Mulliken charges for atoms 1 to 4, given in e: C -0.680; O -0.341; C -0.741; C 0.368

No. 4
Below is a structure of composition C24H67InN5Na2O15PS in a non-equilibrium geometry, with properties calculated with wB97M-V/def2-TZVPD.

The geometry in XYZ format:
```
116
C24H67InN5Na2O15PS, DFT wB97M-V/def2-TZVPD
In -2.523 -0.654 2.485
Na -1.650 -3.069 -1.139
Na -2.434 0.190 -1.936
P -4.390 -1.626 -0.440
O -5.924 -1.922 -0.404
O -3.661 -2.454 0.668
O -4.089 -0.206 -0.033
O -3.657 -2.014 -1.791
S -0.023 -0.424 -0.022
O -0.258 -1.621 0.784
O 1.142 0.156 0.573
O 0.108 -0.712 -1.517
O -1.213 0.393 0.189
C 0.537 3.469 3.887
C -0.474 2.280 4.130
C -1.866 2.843 3.976
O -2.835 1.845 3.951
C -4.141 2.389 4.002
N -0.129 1.397 3.016
H 0.297 4.122 4.726
H 0.325 4.014 2.968
H 1.607 3.368 4.073
H -0.299 1.642 4.997
H -1.976 3.525 3.132
H -1.966 3.433 4.887
H -5.066 1.860 3.773
H -4.212 3.152 3.226
H -4.365 2.975 4.894
H 0.802 1.008 2.985
H -0.022 1.985 2.202
C -0.792 -3.185 -5.655
C -0.500 -3.844 -4.339
C 0.974 -4.292 -3.952
O 1.609 -4.625 -5.151
C 2.923 -5.104 -4.965
N -0.885 -2.939 -3.396
H -0.291 -3.697 -6.477
H -0.494 -2.155 -5.850
H -1.874 -3.222 -5.784
H -1.175 -4.694 -4.242
H 1.126 -5.022 -3.158
H 1.407 -3.376 -3.550
H 3.301 -5.127 -3.943
H 3.579 -4.390 -5.463
H 3.082 -6.065 -5.455
H -1.741 -2.556 -3.769
H -0.203 -2.221 -3.597
C -2.694 4.270 0.027
C -3.906 3.375 0.370
C -4.928 3.409 -0.786
O -6.151 2.743 -0.385
C -7.187 2.817 -1.352
N -3.354 2.156 0.815
H -3.066 5.002 -0.690
H -1.804 3.743 -0.317
H -2.327 4.849 0.874
H -4.517 3.767 1.183
H -4.466 2.953 -1.662
H -5.151 4.473 -0.859
H -7.532 3.849 -1.419
H -8.000 2.145 -1.079
H -6.738 2.543 -2.307
H -3.851 1.406 0.356
H -2.507 2.174 0.267
C 1.525 -3.897 3.955
C 0.839 -2.640 4.529
C 1.730 -1.864 5.576
O 2.053 -2.673 6.710
C 3.216 -2.291 7.459
N 0.329 -1.791 3.488
H 2.258 -3.776 3.157
H 0.676 -4.446 3.548
H 1.933 -4.429 4.814
H -0.013 -3.027 5.087
H 1.225 -1.056 6.105
H 2.587 -1.592 4.959
H 3.158 -1.324 7.959
H 4.026 -2.258 6.732
H 3.606 -2.987 8.201
H 0.270 -2.316 2.627
H 1.010 -1.124 3.155
C 4.271 2.103 -2.023
C 3.090 1.469 -2.812
C 3.063 -0.027 -3.022
O 3.950 -0.479 -3.972
C 4.677 -1.619 -3.373
N 1.888 2.012 -2.131
H 4.475 1.960 -0.962
H 4.386 3.166 -2.235
H 5.232 1.761 -2.408
H 3.261 1.784 -3.841
H 2.097 -0.229 -3.485
H 3.017 -0.595 -2.093
H 5.530 -1.351 -2.751
H 5.084 -2.229 -4.180
H 4.220 -2.330 -2.684
H 1.700 1.146 -1.648
H 2.092 2.640 -1.367
C 4.309 -1.141 2.129
C 3.942 0.346 2.260
O 2.570 0.479 2.628
H 5.379 -1.152 1.923
H 3.734 -1.676 1.373
H 4.179 -1.732 3.035
H 3.955 0.777 1.259
H 4.654 0.862 2.904
H 2.042 0.296 1.848
C -0.933 1.205 -4.935
C -0.790 2.525 -4.171
O -0.703 2.147 -2.785
H -1.022 1.475 -5.987
H -1.860 0.722 -4.629
H -0.050 0.566 -4.946
H -1.730 3.022 -4.408
H 0.115 3.060 -4.459
H 0.238 2.026 -2.639
```

## Properties
- Max |F|: 0.080 Eh/bohr
- Charge: 0
- Energy: -3611.1350 a.u.

Here are the Mulliken charges for atoms 1 to 4, given in e: In 0.962; Na 0.849; Na 0.688; P 0.188